The following is a DFT calculation (ωB97M-V/def2-TZVPD) of C3H3Br2ClO2S as an isolated structure in a non-equilibrium geometry.

Atoms and positions in Å:
C 0.14 -0.08 -0.84
O 0.20 -1.97 1.14
Cl -2.03 1.16 -1.80
Br -3.52 -0.67 0.26
S -0.62 -1.48 0.07
H 0.25 -0.07 -1.89
H -1.90 0.28 1.72
O -1.32 -2.47 -0.69
C -1.78 -0.07 0.65
Br -0.45 2.57 0.39
C -1.10 0.80 -0.39
H 1.19 0.27 -0.35

The value obtained for the orbital gap is 10.02 eV. The multiplicity is 1.